{
  "formula": "C32H35BrCdN3OS2",
  "method": "ωB97M-V with the def2-TZVPD basis set",
  "species": ["Cd", "O", "C", "C", "C", "N", "C", "Br", "C", "H", "H", "H", "H", "C", "C", "C", "C", "C", "C", "C", "C", "N", "C", "C", "C", "C", "N", "C", "C", "C", "C", "C", "C", "C", "C", "H", "H", "H", "H", "H", "H", "H", "H", "H", "H", "H", "H", "H", "H", "H", "H", "H", "H", "H", "H", "H", "H", "H", "H", "S", "C", "C", "C", "C", "C", "C", "S", "H", "H", "H", "H", "C", "H", "H", "H"],
  "xyz": [[10.08266, 7.63708, 12.08563], [12.71384, 11.47964, 6.82105], [12.10291, 10.64544, 7.72071], [12.77098, 9.52846, 8.29707], [12.04162, 8.73650, 9.12521], [10.70101, 8.85718, 9.33248], [10.09443, 9.91384, 8.79539], [8.29183, 10.19174, 9.33307], [10.75790, 10.87774, 7.97836], [13.59938, 11.15760, 6.53451], [13.81298, 9.27475, 8.10265], [12.51707, 7.97190, 9.73173], [10.24415, 11.79256, 7.61133], [5.60588, 8.17916, 10.83342], [6.31430, 7.60332, 9.61412], [5.71510, 7.76882, 8.37721], [6.33876, 7.32436, 7.21723], [7.53918, 6.64038, 7.29564], [8.13636, 6.41968, 8.52709], [9.41102, 5.62174, 8.56206], [7.55360, 6.92559, 9.71658], [8.12996, 6.61379, 10.95110], [7.44723, 5.89061, 11.82368], [6.41592, 4.89383, 11.33897], [7.65559, 6.01005, 13.27807], [6.55447, 5.46856, 14.15791], [8.72081, 6.65779, 13.74156], [8.75861, 7.25461, 15.03135], [9.81297, 6.95189, 15.94004], [10.99162, 6.08294, 15.57530], [9.78298, 7.43538, 17.24618], [8.74590, 8.22718, 17.64276], [7.76295, 8.61527, 16.74553], [7.74655, 8.16438, 15.43445], [6.65156, 8.63634, 14.50389], [5.23178, 9.18557, 10.57266], [6.32139, 8.25486, 11.67000], [4.75339, 7.54048, 11.14985], [4.77908, 8.32195, 8.30906], [5.86446, 7.54250, 6.24363], [8.02592, 6.23457, 6.39451], [9.40050, 4.83968, 7.79706], [9.56061, 5.09309, 9.52078], [10.29101, 6.27334, 8.44986], [6.43313, 4.82754, 10.23426], [5.40512, 5.20638, 11.62208], [6.55112, 3.86805, 11.71696], [6.53942, 4.38405, 14.15561], [5.56018, 5.78201, 13.79082], [6.69531, 5.75259, 15.19965], [10.68660, 5.18443, 15.02680], [11.46967, 5.78773, 16.53068], [11.76339, 6.63176, 15.00302], [10.64040, 7.22732, 17.87482], [8.65029, 8.55580, 18.69313], [6.95976, 9.28560, 17.04423], [6.00591, 9.36242, 14.99698], [5.98823, 7.79274, 14.18142], [7.12668, 9.10592, 13.61500], [12.53826, 8.62514, 12.71700], [12.03205, 9.70703, 13.98216], [12.90341, 10.00917, 15.04724], [12.48524, 10.90142, 16.02477], [11.21454, 11.45617, 16.00482], [10.35394, 11.18844, 14.96490], [10.72098, 10.31431, 13.92275], [9.57277, 10.03457, 12.62132], [13.87817, 9.57045, 14.97334], [13.19647, 11.22189, 16.77993], [10.91949, 12.18540, 16.76087], [9.36326, 11.62881, 14.86548], [11.21687, 5.66650, 11.48356], [11.68350, 5.90763, 10.53967], [10.39577, 4.94738, 11.55618], [11.92630, 5.69881, 12.31024]],
  "mulliken_charge": [2.15, -0.57, 0.99, -0.74, -0.38, -0.02, 0.19, -0.09, -0.66, 0.31, 0.27, 0.15, 0.37, -1.51, 1.55, -0.91, -0.73, -0.73, 1.50, -1.41, -1.47, 1.19, 0.29, -1.94, 0.52, -1.92, 0.17, -0.41, 1.20, -1.40, -0.77, -0.99, -0.88, 1.71, -0.61, 0.57, -0.12, 0.28, 0.40, 0.32, 0.39, 0.48, 0.13, 0.10, 0.41, 0.33, 0.45, 0.53, 0.43, 0.27, 0.27, 0.43, 0.16, 0.34, 0.30, 0.37, 0.45, 0.12, -0.13, -0.55, 0.32, -0.81, -0.39, -0.66, -0.59, -0.04, -0.59, 0.43, 0.32, 0.32, 0.37, -1.91, 0.29, 0.32, 0.48],
  "homo_ev": [-2.87, -2.87],
  "total_charge": -1,
  "gap_ev": [4.3, 4.3]
}

=====

{
  "formula": "CH4N2O2S",
  "method": "ωB97M-V with the def2-TZVPD basis set",
  "species": ["C", "N", "N", "O", "O", "S", "H", "H", "H", "H"],
  "xyz": [[0.76865, 0.42474, -0.89738], [2.00692, 0.30149, -1.01207], [0.26527, -0.08448, 0.49396], [-2.05055, 0.76365, 0.26102], [-1.57799, -1.28917, 1.54356], [-1.16906, 0.29444, 1.30067], [-0.03329, 0.66774, -1.53924], [2.40903, 0.54966, -1.86607], [-1.65781, -1.48534, 0.64260], [1.03884, -0.14272, 1.07296]],
  "mulliken_charge": [0.02, -0.56, -0.32, -0.54, -0.44, 0.61, 0.38, 0.24, 0.32, 0.29],
  "homo_ev": -9.89,
  "total_charge": 0,
  "gap_ev": 10.8
}

=====

{
  "formula": "C24H22ClN5OS",
  "method": "ωB97M-V with the def2-TZVPD basis set",
  "species": ["C", "C", "C", "C", "C", "C", "C", "N", "C", "N", "N", "C", "C", "C", "C", "N", "C", "C", "H", "H", "H", "H", "S", "C", "H", "C", "O", "N", "C", "H", "H", "H", "C", "C", "C", "C", "C", "C", "C", "H", "H", "H", "H", "H", "H", "H", "H", "H", "H", "H", "Cl", "H", "H", "H"],
  "xyz": [[2.41613, -0.18668, -2.98009], [2.26625, -0.74659, -1.60287], [3.37400, -1.15045, -0.85866], [3.24970, -1.69097, 0.41098], [1.99502, -1.83814, 0.97495], [0.87539, -1.43533, 0.27433], [1.01599, -0.89799, -0.99984], [-0.14812, -0.45632, -1.66575], [-0.53197, 0.85075, -1.78771], [-1.74050, 0.93119, -2.28450], [-2.17036, -0.31218, -2.49918], [-1.23869, -1.15728, -2.13663], [-1.35377, -2.59471, -2.26636], [-0.25972, -3.45862, -2.23036], [-0.49229, -4.81592, -2.38435], [-1.69073, -5.34045, -2.56705], [-2.72701, -4.51845, -2.61413], [-2.62057, -3.14708, -2.47122], [-3.48028, -2.49921, -2.51773], [-3.68805, -4.98889, -2.77380], [0.32841, -5.52090, -2.36161], [0.74623, -3.09291, -2.09909], [0.49724, 2.15715, -1.30296], [-0.72279, 3.51729, -1.21959], [-1.64494, 3.14904, -1.66046], [-0.81440, 3.97019, 0.23035], [-0.28355, 5.00876, 0.57540], [-1.45140, 3.15801, 1.10240], [-2.14593, 1.93745, 0.77783], [-1.48289, 1.06889, 0.85731], [-2.96015, 1.80519, 1.49180], [-2.57180, 1.96856, -0.22205], [-1.24735, 3.37694, 2.52528], [-0.39382, 2.27433, 3.09994], [0.83154, 1.97992, 2.51164], [1.61013, 0.94346, 2.99120], [1.17564, 0.19331, 4.07181], [-0.03825, 0.48549, 4.66870], [-0.82251, 1.51700, 4.18036], [-1.77265, 1.73749, 4.64624], [-0.37955, -0.09401, 5.51394], [1.78480, -0.61369, 4.45162], [2.55701, 0.72250, 2.52108], [1.17496, 2.56840, 1.67321], [-0.74685, 4.34386, 2.62918], [-2.21671, 3.42073, 3.03125], [-0.31933, 4.34140, -1.80693], [-0.11036, -1.53449, 0.70395], [1.89030, -2.25653, 1.96286], [4.13378, -1.99181, 0.95030], [4.95594, -0.97329, -1.53066], [2.74028, 0.85242, -2.92341], [3.17045, -0.74302, -3.53242], [1.47811, -0.22377, -3.52848]],
  "mulliken_charge": [-2.15, 1.35, 0.64, -0.50, -1.20, 0.34, -1.59, 1.27, 0.28, -0.42, -0.79, 0.31, 0.55, -0.22, -0.54, -0.63, -0.38, -0.52, 0.46, 0.38, 0.39, 0.45, -0.12, -1.02, 0.56, 0.82, -0.67, 0.02, -1.00, 0.15, 0.40, 0.47, -1.39, 0.54, 0.09, -0.70, -0.49, -0.67, -0.52, 0.35, 0.39, 0.47, 0.47, 0.45, 0.43, 0.42, 0.49, 0.48, 0.46, 0.51, -0.24, 0.38, 0.65, 0.33],
  "homo_ev": -8.65,
  "total_charge": 0,
  "smiles": "Cc1c(Cl)cccc1-n1c(SCC(=O)N(C)Cc2ccccc2)nnc1-c1ccncc1",
  "gap_ev": 8.8
}

=====

We obtain energy above the lowest of the compared OMol25 structures with the same formula, charge and spin values of 0.0 30.6 12.3 kcal per mole for the records listed above, in that order.